No. 1
This record from the OMol25 dataset describes a structure of composition C12H36Mn2NO9 at a distorted geometry. The level of theory is the ωB97M-V functional and the def2-TZVPD basis.

Properties
Spin multiplicity: 11
LUMO level (alpha / beta) in eV: -9.93 / -10.88
Energy relative to the best compared isomer or geometry (same formula, charge and spin) in kcal/mol: 61.18
Gap between HOMO and LUMO (alpha / beta) in eV: 8.325 / 7.371
Charge: +3
Total energy in eV: -95554.987

Structure (XYZ):
```
60
C12H36Mn2NO9, DFT the ωB97M-V functional and the def2-TZVPD basis
C 1.159 0.249 -3.633
H -2.449 -2.526 -3.096
C 0.917 3.750 1.552
O -0.292 -0.007 1.991
O -0.226 1.023 0.142
O -3.578 0.297 -1.866
H 2.072 -1.037 -5.196
H 1.672 -1.886 -3.700
H 2.296 4.330 0.442
H -2.303 -2.358 -1.408
H -3.201 2.702 4.218
H -1.589 -0.208 -2.047
H -0.839 -4.265 0.924
H 0.161 0.177 -4.066
H -0.018 -5.066 -0.326
H 3.711 1.528 0.514
H 1.376 2.372 3.211
H -3.956 0.470 4.131
O -1.944 -0.104 0.625
C 0.978 -3.123 0.111
H 1.984 -0.633 -0.099
Mn -3.941 0.420 0.263
H -1.702 1.856 4.409
H 0.631 4.801 1.498
H -2.586 -0.102 3.263
O 1.071 0.274 -2.249
H -2.169 2.525 2.806
C -2.791 -1.904 -2.269
C 1.520 3.411 2.912
H 2.446 -0.227 1.492
H 0.036 -3.219 -1.626
H -2.408 -0.262 -3.580
H 0.801 -0.628 -2.063
O 3.078 1.056 -0.032
H 4.051 -1.132 -1.125
O 1.755 3.537 0.470
H -3.845 -2.122 -2.094
H -4.138 0.720 -2.520
H 3.718 -2.214 0.105
Mn 1.195 1.998 -1.029
N -0.789 0.251 0.876
H -0.017 3.197 1.457
H 2.969 -0.611 -3.758
H 2.018 -3.405 -0.055
H 2.564 3.719 2.970
C 1.989 -0.929 -4.115
H 0.973 -2.334 0.864
C -3.255 0.755 3.346
C -2.549 -0.431 -2.513
H 4.900 -0.908 0.399
C 2.813 -0.207 0.466
H -4.923 1.267 2.519
H 0.580 -4.787 1.436
C 0.162 -4.391 0.511
O -4.110 0.833 2.251
C 3.934 -1.156 -0.041
O 0.262 -2.524 -1.004
C -2.519 2.022 3.707
H 1.492 1.232 -3.967
H 0.853 3.936 3.596
```

---

No. 2
This record from the OMol25 dataset describes a cluster of 5 separate species, C12H36N2O5 in total at a distorted geometry. The level of theory is the ωB97M-V functional and the def2-TZVPD basis.

Properties
LUMO level in eV: 0.51
Energy relative to the best compared isomer or geometry (same formula, charge and spin) in kcal/mol: 6.86
Gap between HOMO and LUMO in eV: 9.954
SMILES string: COC[C@H](C)N.COC[C@H](C)N.CCO.CCO.O
Total energy in eV: -26243.974

Structure (XYZ):
```
55
C12H36N2O5, DFT the ωB97M-V functional and the def2-TZVPD basis
H 0.547 -0.625 1.415
C -3.737 -0.152 -1.066
H 2.705 -0.620 2.513
C 0.539 -1.718 1.463
H -1.666 -0.922 -0.783
H -4.171 3.102 -2.163
H -2.120 0.346 0.203
H 2.766 -1.367 -2.930
H 1.477 -6.104 3.278
O 2.182 -4.203 3.668
H 3.206 -5.898 2.987
H 3.363 -1.941 3.168
H 1.180 -0.560 -1.156
C -3.365 2.864 -1.468
H 0.778 4.191 -0.648
H -3.695 2.591 -0.468
C 2.380 -5.591 3.641
O 1.409 4.918 -0.712
O 1.399 -2.790 -2.466
H -2.768 -1.299 0.538
H 2.591 -6.029 4.617
O -0.176 2.357 -0.631
C 1.018 -0.399 -2.222
C 1.561 -3.748 2.480
H -4.090 0.818 -3.008
H 0.831 5.934 0.996
N -4.607 -1.273 -1.409
H -0.067 -0.436 -2.385
C -2.548 -0.567 -0.234
H 3.153 6.476 1.695
H -1.005 2.190 -1.109
C 1.482 -2.244 2.548
H 0.037 1.525 -0.200
H -0.511 -1.935 1.687
H 2.134 -4.027 1.587
H -5.523 -0.930 -1.676
C -3.268 0.627 -2.305
H -2.576 -0.002 -2.877
H 1.357 0.596 -2.505
C 2.948 6.116 0.692
H 2.921 6.924 -0.046
H -2.705 3.729 -1.424
H 3.773 5.507 0.305
C 1.667 5.325 0.623
H 0.442 -2.864 -2.409
H 0.767 -2.130 0.478
H 1.735 4.457 1.292
H 1.430 -1.496 -4.083
N 2.803 -1.621 2.380
H -4.305 -1.833 -2.199
H 0.550 -4.161 2.387
H -4.376 0.531 -0.501
H 1.011 -1.946 3.495
C 1.688 -1.507 -3.023
O -2.554 1.816 -2.030
```

---

No. 3
This record from the OMol25 dataset describes a cluster of 2 separate species, C12H36N4O2P2 in total at a distorted geometry. The level of theory is the ωB97M-V functional and the def2-TZVPD basis.

Properties
LUMO level in eV: 0.51
Gap between HOMO and LUMO in eV: 8.317
SMILES string: CN(C)P(=O)(N(C)C)N(C)C.NCCC[PH3]CCCO
Total energy in eV: -41657.405

Structure (XYZ):
```
56
C12H36N4O2P2, DFT the ωB97M-V functional and the def2-TZVPD basis
C -4.415 -1.556 3.457
C 4.452 2.297 0.470
H 3.599 -0.929 0.614
H 3.315 2.623 -4.122
H -5.378 -1.233 1.596
C 4.355 0.801 -2.778
H 3.887 -0.050 -3.282
N 3.579 1.153 0.284
H -2.166 -0.975 4.477
C -1.553 -2.143 -1.616
C -2.805 -2.864 -2.088
H 1.458 3.071 1.041
C 1.393 3.365 -0.015
H -2.141 -4.387 -1.059
C 4.269 -0.074 0.672
H -3.909 0.447 2.770
H 2.269 3.957 -0.284
H -3.268 -3.323 0.617
H -1.452 -1.190 -2.136
C -3.876 -0.134 3.694
H -0.811 2.532 -1.242
P -3.014 -1.957 0.924
H 4.992 1.319 -3.492
H -2.794 -2.849 -3.182
P 2.424 0.983 -0.973
H -5.015 -2.952 1.979
H -0.218 0.957 -1.758
H 3.913 3.238 0.465
H 4.924 2.222 1.451
H 5.142 -0.281 0.036
H -4.477 0.382 4.441
H -3.814 -2.310 3.973
H 5.257 2.359 -0.276
H -0.986 -0.941 0.059
N 3.353 1.742 -2.216
O 1.575 -0.118 -0.419
N 1.234 2.234 -0.903
C -1.413 -1.937 -0.083
H -0.716 -2.760 -1.954
H 1.916 1.584 -3.810
H 0.542 4.042 -0.125
H -3.485 -0.839 0.159
C -0.128 1.717 -0.987
H -1.869 0.118 3.363
O -2.823 -4.234 -1.710
N -2.466 -0.060 4.162
H -0.670 -2.620 0.339
H -5.399 -1.602 3.933
H 2.042 3.184 -3.063
H -0.455 1.283 -0.035
H -3.729 -2.353 -1.801
H 5.004 0.415 -1.990
C -4.627 -1.929 1.977
H 4.616 -0.001 1.705
H -2.244 -1.726 2.100
C 2.604 2.304 -3.359
```

---

No. 4
This record from the OMol25 dataset describes a structure of composition C12H36NO9 at a distorted geometry. The level of theory is the ωB97M-V functional and the def2-TZVPD basis.

Properties
LUMO level in eV: 3.11
Energy relative to the best compared isomer or geometry (same formula, charge and spin) in kcal/mol: 148.26
Gap between HOMO and LUMO in eV: 9.710
Charge: -1
Total energy in eV: -32935.927

Structure (XYZ):
```
58
C12H36NO9, DFT the ωB97M-V functional and the def2-TZVPD basis
H -5.950 -0.368 -1.801
H -0.971 0.186 2.893
C -3.761 -1.184 -1.552
C -2.445 1.003 4.367
C 1.202 4.902 0.821
C 5.343 -2.770 -0.139
O 1.130 -0.370 0.649
H -0.245 1.090 -1.489
O 3.666 -1.381 1.086
O -1.894 2.005 2.245
H 0.763 2.964 0.407
H 3.249 5.228 1.603
H 2.962 5.660 -0.106
C 0.035 -4.265 0.048
N -0.085 -0.093 0.376
H -1.091 2.880 -4.408
H -5.686 -2.269 -2.069
H -3.305 -0.539 -2.649
H 3.512 -2.325 -0.707
H 5.438 -3.521 -0.954
H 2.632 6.622 1.290
O -0.798 -1.080 -0.033
O 1.425 3.702 0.272
H -2.649 0.197 4.903
H 0.242 -6.432 0.032
O -0.408 1.163 -2.518
C -0.063 2.657 -4.473
H -3.380 -2.077 -1.380
O -3.430 -0.316 -0.585
H -1.771 1.593 4.895
O 0.411 -3.272 1.092
C 2.539 5.656 1.006
H 5.826 -1.866 -0.639
O -0.305 1.066 0.198
H 0.123 3.014 -2.355
H 3.264 -3.321 0.625
C 0.380 2.240 -3.005
H -3.304 1.617 4.276
H 0.120 1.873 -5.299
C -5.322 -1.375 -1.577
H -2.590 -0.448 -0.203
C -2.033 0.787 2.929
H -1.003 -4.253 0.010
C 0.585 -5.649 0.588
H 2.836 -1.129 1.350
H 1.673 -5.773 0.771
H 0.036 -2.407 0.778
H 1.407 1.951 -3.063
H 0.346 3.611 -4.778
H -5.556 -1.399 -0.694
H 0.601 4.746 1.670
H -2.894 0.057 2.355
H 0.464 5.370 0.037
C 3.801 -2.449 0.165
H -1.379 1.837 1.401
H 0.362 -5.978 1.582
H 5.697 -3.398 0.684
H 0.248 -3.969 -0.931
```

---

> What is the total energy in the first record?

-95554.987 eV

---

> What is the total energy in the first record?

-95554.987 eV

---

> The highest total energy belongs to which entry?

C12H36N2O5